1.
Below is a 4-piece molecular cluster, C34H42F24N3O3 overall at a distorted geometry, with properties calculated with wB97M-V/def2-TZVPD.

Computed properties:
LUMO level, eV: -4.073
M, g mol⁻¹: 996.7
Gap between HOMO and LUMO, eV: 6.290
HOMO, eV: -10.36

```
! wB97M-V def2-TZVPD RIJCOSX def2/J DEFGRID3
* xyz 1 1
F 5.89 4.70 1.41
F 4.37 -3.20 -3.83
F -4.54 1.01 4.23
F 6.66 -8.08 -0.90
F 6.57 -4.54 -1.01
F 3.93 4.93 2.33
F 2.44 -4.88 -2.80
F 0.40 7.61 1.43
F -4.93 0.67 6.61
F 6.37 -6.92 -2.69
F -3.53 0.24 2.48
F 8.34 -5.80 -1.10
F 1.43 5.83 2.15
F 2.14 8.10 3.51
F 5.92 -4.65 -3.41
F -7.57 1.26 6.03
F -6.80 -0.02 4.46
F -4.96 -1.78 3.68
F 3.82 7.42 2.33
F -6.27 -0.36 7.95
F 4.67 4.98 -1.14
F -2.81 -2.05 3.84
F 3.94 -4.28 -1.35
F 4.54 6.73 0.11
O 2.72 5.44 -0.21
O -5.28 -1.54 6.36
O 4.85 -6.82 -1.02
N -4.43 2.23 -0.97
N -1.83 -0.42 -0.17
N 4.74 2.09 -1.67
C 0.00 -2.00 -0.81
C 2.02 6.67 0.02
C -3.85 -1.28 4.28
C -5.76 0.02 -1.11
C 3.95 -6.52 -2.10
C 2.58 7.92 2.24
C 2.41 -0.82 -0.28
C -3.55 -1.19 -2.13
C -1.00 -4.12 -5.03
C 6.23 -6.88 -1.35
C 4.05 1.20 -0.69
C -5.26 1.25 -0.19
C -3.20 3.51 -2.70
C 4.60 -4.52 -3.63
C 1.63 7.00 1.48
C 1.60 -2.04 -0.96
C -5.88 -0.29 6.66
C 2.76 0.40 -1.33
C 3.76 -5.04 -2.46
C -4.15 2.30 -2.41
C -3.76 3.33 -0.21
C -0.39 -1.64 -3.57
C -0.69 -1.01 0.29
C -2.97 4.19 -1.29
C 4.55 4.58 1.18
C -0.69 -2.97 -4.46
C -7.10 0.02 5.78
C 4.12 5.45 0.00
C 7.04 -5.76 -0.69
C -0.98 -1.90 -2.09
C -3.96 -1.51 5.80
C -2.07 -0.84 -1.58
C -4.73 -1.27 -1.03
C -3.58 0.16 3.84
H 3.46 -1.25 0.01
H 0.71 -1.30 -3.62
H -2.34 0.23 0.47
H -7.90 -0.70 5.96
H -6.75 -0.36 -0.63
H -5.40 -2.18 -1.34
H -1.79 0.11 -2.21
H 7.03 -5.86 0.40
H 2.51 7.52 -0.47
H 4.33 3.52 0.99
H -0.27 -0.84 1.36
H 2.63 8.90 1.76
H -3.48 -2.24 -2.63
H 1.97 -2.11 -2.07
H -3.84 -0.44 -2.96
H 4.44 3.07 -1.60
H -1.04 -0.79 -4.03
H -0.28 -3.04 -0.35
H -4.59 0.79 0.65
H -6.14 1.81 0.32
H 2.98 -6.87 -1.73
H -2.34 5.13 -1.13
H 3.65 1.79 0.22
H -3.30 -0.85 6.37
H -2.62 0.51 4.23
H -6.03 0.30 -2.19
H 1.96 -0.42 0.71
H -4.39 -1.50 0.05
H 4.35 -5.05 -4.56
H -4.56 1.59 -3.23
H -1.45 -2.96 -2.20
H -3.58 -2.52 5.99
H 1.86 1.11 -1.37
H 4.15 -7.14 -2.98
H 1.95 -3.03 -0.47
H 4.69 1.74 -2.64
H -2.78 3.81 -3.73
H 3.05 -0.05 -2.36
H -1.44 -5.19 -5.16
H 1.08 6.55 -0.52
H 4.83 0.43 -0.32
H -3.79 3.51 0.93
*
```

Atomic partial charges in e from the Löwdin method, atoms 1 to 99: number 1, F, carries 0.108; number 2, F, carries 0.085; number 3, F, carries 0.106; number 4, F, carries 0.148; number 5, F, carries 0.088; number 6, F, carries 0.097; number 7, F, carries 0.086; number 8, F, carries 0.102; number 9, F, carries 0.131; number 10, F, carries 0.134; number 11, F, carries 0.044; number 12, F, carries 0.102; number 13, F, carries 0.119; number 14, F, carries 0.099; number 15, F, carries 0.099; number 16, F, carries 0.102; number 17, F, carries 0.085; number 18, F, carries 0.126; number 19, F, carries 0.093; number 20, F, carries 0.152; number 21, F, carries 0.123; number 22, F, carries 0.090; number 23, F, carries 0.107; number 24, F, carries 0.141; number 25, O, carries 0.027; number 26, O, carries 0.039; number 27, O, carries 0.034; number 28, N, carries -0.171; number 29, N, carries 0.141; number 30, N, carries -0.019; number 31, C, carries -0.164; number 32, C, carries -0.044; number 33, C, carries -0.428; number 34, C, carries -0.164; number 35, C, carries -0.046; number 36, C, carries -0.299; number 37, C, carries -0.201; number 38, C, carries -0.120; number 39, C, carries 0.065; number 40, C, carries -0.494; number 41, C, carries -0.275; number 42, C, carries -0.161; number 43, C, carries -0.071; number 44, C, carries -0.296; number 45, C, carries -0.429; number 46, C, carries -0.152; number 47, C, carries -0.493; number 48, C, carries -0.175; number 49, C, carries -0.426; number 50, C, carries -0.084; number 51, C, carries -0.062; number 52, C, carries -0.120; number 53, C, carries 0.118; number 54, C, carries -0.073; number 55, C, carries -0.271; number 56, C, carries -0.089; number 57, C, carries -0.267; number 58, C, carries -0.489; number 59, C, carries -0.270; number 60, C, carries -0.213; number 61, C, carries -0.045; number 62, C, carries -0.225; number 63, C, carries -0.172; number 64, C, carries -0.285; number 65, H, carries 0.118; number 66, H, carries 0.108; number 67, H, carries 0.152; number 68, H, carries 0.178; number 69, H, carries 0.122; number 70, H, carries 0.120; number 71, H, carries 0.157; number 72, H, carries 0.176; number 73, H, carries 0.148; number 74, H, carries 0.140; number 75, H, carries 0.171; number 76, H, carries 0.176; number 77, H, carries 0.125; number 78, H, carries 0.111; number 79, H, carries 0.103; number 80, H, carries 0.038; number 81, H, carries 0.125; number 82, H, carries 0.166; number 83, H, carries 0.096; number 84, H, carries 0.141; number 85, H, carries 0.149; number 86, H, carries 0.075; number 87, H, carries 0.108; number 88, H, carries 0.149; number 89, H, carries 0.178; number 90, H, carries 0.111; number 91, H, carries 0.104; number 92, H, carries 0.106; number 93, H, carries 0.178; number 94, H, carries 0.100; number 95, H, carries 0.141; number 96, H, carries 0.153; number 97, H, carries 0.107; number 98, H, carries 0.149; number 99, H, carries 0.117

***

2.
Below is C34H42FN10O3RbS2 as an isolated structure at a distorted geometry, with properties calculated with wB97M-V/def2-TZVPD.

Computed properties:
LUMO level, eV: 3.473
M, g mol⁻¹: 807.4
Gap between HOMO and LUMO, eV: 5.471
HOMO, eV: -2.00

```
! wB97M-V def2-TZVPD RIJCOSX def2/J DEFGRID3
* xyz -2 1
Rb 0.27 2.00 -0.40
S 0.70 5.09 -0.54
S 1.66 6.39 -1.76
F 0.14 -0.45 1.37
O -0.27 4.30 -1.33
O 0.07 5.82 0.56
O 1.73 4.13 -0.01
N -0.15 0.47 -4.26
N -0.59 -1.59 -4.16
N 7.41 5.71 0.33
N 6.84 5.16 -0.68
N 5.51 5.12 -0.50
N 0.11 0.07 -2.99
N -0.57 -0.52 -4.97
N -2.10 -1.93 1.89
N 4.36 3.13 -1.22
N 3.23 1.24 -1.29
C 4.16 1.19 -0.27
C -0.16 -1.20 -2.95
C -3.88 -1.02 4.07
C -0.94 -2.30 2.43
C -2.11 -2.48 -6.87
C -3.42 -2.14 -4.75
C -2.91 -4.15 0.08
C -3.65 -3.74 1.35
C -3.24 -2.66 2.18
C 2.60 2.96 -2.99
C -1.56 -4.84 0.31
C 1.66 -2.98 3.48
C -0.72 -3.40 3.31
C 0.25 -1.57 2.15
C -2.76 -2.99 -0.90
C -3.87 0.24 3.21
C -4.80 -4.46 1.67
C 4.86 2.35 -0.21
C 1.49 -1.88 2.63
C -4.10 -2.27 3.24
C -1.01 -2.91 -4.60
C 4.66 4.54 -1.50
C 6.51 6.66 2.49
C 4.08 6.47 2.62
C 5.19 5.66 0.72
C 6.42 6.04 1.24
C 0.53 -3.72 3.81
C 3.38 2.43 -1.84
C -5.24 -3.03 3.51
C -2.64 -1.07 4.97
C -2.31 -2.93 -5.42
C 5.32 6.87 3.16
C 3.98 5.85 1.39
C -5.59 -4.13 2.75
H -3.59 -2.46 -3.72
H -1.72 -1.03 4.39
H -4.75 -0.96 4.73
H 7.46 6.97 2.90
H -2.31 -3.35 -1.83
H -3.19 -1.07 -4.73
H -2.62 -1.99 5.56
H -6.48 -4.71 2.99
H 3.17 6.65 3.18
H 2.23 3.97 -2.80
H 1.76 2.30 -3.18
H -1.19 -5.25 -0.63
H 2.64 -3.23 3.87
H -3.56 -4.89 -0.40
H -0.20 -3.37 -5.18
H 3.03 5.52 0.97
H 5.64 2.69 0.45
H -1.15 -3.49 -3.69
H 4.25 0.32 0.36
H -1.66 -5.65 1.03
H -1.31 -3.06 -7.35
H -3.72 -2.54 -1.14
H 5.19 4.62 -2.44
H 3.71 5.10 -1.55
H -0.82 -4.14 0.70
H -0.09 -1.84 -2.09
H -1.84 -1.43 -6.92
H -4.79 0.32 2.62
H 5.33 7.35 4.13
H -3.03 -2.64 -7.44
H -1.58 -4.00 3.59
H -2.60 -3.99 -5.44
H -4.36 -2.27 -5.30
H -5.08 -5.30 1.03
H 2.32 -1.24 2.36
H -3.80 1.13 3.84
H -2.66 -0.22 5.66
H 3.22 2.98 -3.89
H -3.03 0.23 2.52
H 0.63 -4.58 4.47
H -5.88 -2.72 4.34
H -2.12 -2.21 -0.48
*
```

Need the Löwdin charges? In units of e they are: number 1, Rb, carries 0.931; number 2, S, carries -0.071; number 3, S, carries 0.145; number 4, F, carries -0.045; number 5, O, carries -0.654; number 6, O, carries -0.453; number 7, O, carries -0.636; number 8, N, carries -0.010; number 9, N, carries -0.105; number 10, N, carries 0.042; number 11, N, carries 0.038; number 12, N, carries -0.059; number 13, N, carries 0.016; number 14, N, carries 0.052; number 15, N, carries 0.081; number 16, N, carries -0.003; number 17, N, carries 0.060; number 18, C, carries -0.160; number 19, C, carries -0.129; number 20, C, carries -0.375; number 21, C, carries -0.313; number 22, C, carries -0.090; number 23, C, carries -0.064; number 24, C, carries -0.367; number 25, C, carries -0.139; number 26, C, carries -0.199; number 27, C, carries -0.016; number 28, C, carries -0.060; number 29, C, carries -0.148; number 30, C, carries -0.066; number 31, C, carries -0.223; number 32, C, carries -0.073; number 33, C, carries -0.068; number 34, C, carries -0.073; number 35, C, carries -0.066; number 36, C, carries -0.050; number 37, C, carries -0.140; number 38, C, carries -0.110; number 39, C, carries -0.082; number 40, C, carries -0.048; number 41, C, carries -0.068; number 42, C, carries -0.155; number 43, C, carries -0.253; number 44, C, carries -0.142; number 45, C, carries -0.411; number 46, C, carries -0.068; number 47, C, carries -0.061; number 48, C, carries -0.413; number 49, C, carries -0.108; number 50, C, carries 0.030; number 51, C, carries -0.122; number 52, H, carries 0.062; number 53, H, carries 0.066; number 54, H, carries 0.113; number 55, H, carries 0.097; number 56, H, carries 0.042; number 57, H, carries 0.080; number 58, H, carries 0.077; number 59, H, carries 0.082; number 60, H, carries 0.106; number 61, H, carries 0.017; number 62, H, carries 0.050; number 63, H, carries 0.068; number 64, H, carries 0.075; number 65, H, carries 0.114; number 66, H, carries 0.126; number 67, H, carries 0.077; number 68, H, carries 0.108; number 69, H, carries 0.109; number 70, H, carries 0.085; number 71, H, carries 0.079; number 72, H, carries 0.073; number 73, H, carries 0.083; number 74, H, carries 0.135; number 75, H, carries 0.022; number 76, H, carries 0.066; number 77, H, carries 0.133; number 78, H, carries 0.061; number 79, H, carries 0.076; number 80, H, carries 0.089; number 81, H, carries 0.073; number 82, H, carries 0.105; number 83, H, carries 0.131; number 84, H, carries 0.078; number 85, H, carries 0.096; number 86, H, carries 0.107; number 87, H, carries 0.072; number 88, H, carries 0.072; number 89, H, carries 0.084; number 90, H, carries 0.066; number 91, H, carries 0.085; number 92, H, carries 0.097; number 93, H, carries 0.065

***

Look up the M of the second one.
807.4 g mol⁻¹

***

Which of these has the highest gap between HOMO and LUMO?
C34H42F24N3O3

***

Look up the gap between HOMO and LUMO of the first one.
6.290 eV

***

gap between HOMO and LUMO of number 2 (C34H42FN10O3RbS2)?
5.471 eV